Record 1
Formula: C14H20Cl2GaN2O2PSe
Source: the Open Molecules 2025 dataset
Level of theory: ωB97M-V/def2-TZVPD

Each line ends with the Löwdin charge.
Positions of all 43 atoms, in Å:
1 H 4.023 0.626 1.539  0.104
2 O 0.095 1.203 -3.035  0.156
3 N -0.168 -2.141 1.284  0.147
4 H -0.192 -5.679 -1.293  0.130
5 H 0.438 -3.524 -2.602  0.126
6 C -0.556 -5.300 -0.320  0.026
7 H 0.656 4.252 1.326  0.037
8 Cl 1.551 1.549 1.560  0.672
9 H -0.115 4.040 -2.640  0.066
10 C 0.505 4.535 0.276  -0.229
11 O 2.512 2.203 -0.838  -0.014
12 C -0.189 1.137 -1.942  -0.312
13 C -1.045 4.258 -2.088  -0.236
14 C 0.637 -1.905 0.211  -0.537
15 Cl -3.017 0.032 0.810  0.061
16 H -1.691 -7.038 0.274  0.125
17 H 1.425 4.258 -0.263  0.044
18 P -0.920 3.609 -0.382  0.717
19 H 4.696 2.163 0.789  0.098
20 C 3.865 1.655 1.212  -0.112
21 H -1.864 3.760 -2.621  0.052
22 C -0.225 -3.995 0.083  -0.145
23 H -0.362 -1.441 1.971  0.147
24 N 0.553 -3.021 -0.558  -0.069
25 H 1.941 -4.058 -1.757  0.119
26 H -1.874 -3.686 3.014  0.123
27 H -3.290 3.833 0.067  0.050
28 Se 1.516 -0.393 -0.348  1.119
29 H -1.230 5.342 -2.081  0.078
30 H -2.378 5.343 0.470  0.071
31 H -2.303 3.896 1.549  0.068
32 C 2.763 1.591 0.230  -0.900
33 H 1.737 -2.306 -2.116  0.067
34 H -2.505 -6.071 2.381  0.131
35 C -0.707 -3.419 1.249  -0.171
36 C -1.390 -6.024 0.544  -0.032
37 Ga -1.973 1.440 -0.676  0.345
38 H 0.344 5.624 0.180  0.084
39 C -2.371 4.250 0.509  -0.262
40 C -1.531 -4.138 2.099  0.017
41 C 1.204 -3.247 -1.841  0.003
42 C -1.862 -5.445 1.742  -0.032
43 H 3.296 2.234 2.030  0.067

Results
Maximum force   6.51 eV Å⁻¹
Energy relative to the best compared isomer or geometry (same formula, charge and spin)   40.5 kcal per mole
Frontier orbital gap (alpha / beta)   6.33 / 5.05 eV
Net charge   +2
HOMO energy (alpha / beta)   -14.7 / -14.3 eV



Record 2
Formula: Cl3FZn
Source: the Open Molecules 2025 dataset
Level of theory: ωB97M-V/def2-TZVPD

Each line ends with the Löwdin charge.
Positions of all 5 atoms, in Å:
1 F 34.255 -25.161 1.682  -0.675
2 Cl 34.323 -27.793 3.921  -0.476
3 Zn 32.929 -26.316 2.461  0.028
4 Cl 31.228 -24.445 2.788  -0.506
5 Cl 31.689 -27.814 1.206  -0.371

Results
Maximum force   0.70 eV Å⁻¹
Energy relative to the best compared isomer or geometry (same formula, charge and spin)   0.0 kcal per mole
Frontier orbital gap   8.22 eV
Net charge   -2
HOMO energy   -1.9 eV



Record 3
Formula: C27H72F3N6O11S
Source: the Open Molecules 2025 dataset
Level of theory: ωB97M-V/def2-TZVPD

Each line ends with the Löwdin charge.
Positions of all 120 atoms, in Å:
1 C -3.570 5.731 -4.559  -0.056
2 H -5.180 -0.096 -2.226  0.130
3 H -1.525 5.081 1.318  0.058
4 F 0.045 -0.583 -1.345  0.122
5 H 4.353 0.188 0.232  0.004
6 H 1.390 3.184 1.668  0.031
7 O -1.876 -1.206 4.900  -0.200
8 C -0.543 4.609 1.349  -0.038
9 H 0.874 -3.264 2.891  0.072
10 H -4.538 6.145 -4.279  0.066
11 H -0.358 -5.541 0.392  0.080
12 C -1.758 -5.794 -2.096  -0.223
13 H 5.256 1.936 4.731  0.079
14 H 5.115 -0.608 1.312  0.065
15 H -3.373 0.824 -3.535  0.070
16 N 5.288 -0.132 0.438  0.062
17 H -2.850 0.455 4.381  0.082
18 C 0.222 -2.969 3.713  -0.036
19 C -2.488 4.716 4.480  -0.120
20 H -2.662 -5.538 -1.545  0.129
21 C 0.359 -1.455 3.897  -0.444
22 H -1.985 -0.239 3.003  0.066
23 H 4.540 -5.578 0.111  0.108
24 C -0.501 -4.629 -0.187  -0.065
25 H -1.962 -5.591 -3.148  0.118
26 H 0.094 -0.918 2.986  0.081
27 H -1.520 5.036 4.866  0.069
28 H -2.871 -1.035 -5.021  0.076
29 O -1.375 -7.133 -1.891  -0.167
30 H 0.127 2.715 -4.202  0.093
31 C 0.151 4.236 2.775  -0.346
32 O 1.433 0.906 2.042  -0.353
33 O 2.180 -1.201 1.050  -0.346
34 H -1.085 5.167 -4.535  0.129
35 C -0.076 0.023 -0.164  -0.626
36 H -5.396 -2.526 -2.521  0.114
37 O 5.877 -4.944 -1.393  -0.089
38 C -0.655 -4.818 -1.677  -0.399
39 C 6.345 1.939 -0.280  -0.082
40 H -2.985 1.008 -1.951  0.073
41 C 5.314 1.766 2.097  -0.174
42 H -2.240 -0.311 -2.825  0.071
43 N -2.168 7.195 -3.181  0.024
44 H -4.968 -1.349 -0.724  0.068
45 H 1.855 -0.139 3.759  0.018
46 N 1.800 -1.103 4.057  0.045
47 N -4.012 -1.057 -0.865  0.039
48 C -3.186 0.203 -2.659  -0.088
49 H 2.591 -4.344 -0.650  0.096
50 H -3.766 4.729 -4.941  0.067
51 H 0.241 5.143 3.372  0.106
52 H 3.214 -2.370 -0.205  0.031
53 H -4.260 -0.266 -5.499  0.072
54 H 2.126 -1.622 3.254  0.033
55 O -4.753 -2.048 -4.530  -0.181
56 H -0.694 5.194 -2.733  0.126
57 F -0.662 1.137 -0.325  0.165
58 H -1.236 -4.029 0.351  0.081
59 C -0.468 -0.839 5.068  -0.136
60 H 0.400 -3.395 4.700  0.081
61 H -3.232 -7.777 -2.260  0.089
62 C 3.533 -4.110 -1.146  -0.234
63 H 0.447 -4.095 -0.122  0.054
64 H 4.247 1.937 1.952  0.100
65 C 4.530 -5.320 -0.948  -0.183
66 H -0.420 2.958 4.571  0.113
67 S 1.743 0.204 0.812  0.590
68 H -3.443 -0.989 3.547  0.084
69 H -3.082 5.448 -2.430  0.127
70 H 5.686 2.775 2.277  0.116
71 H -0.821 2.271 3.018  0.102
72 C -0.534 2.709 -3.335  -0.160
73 H -3.723 -2.749 -2.849  0.091
74 H -3.839 -0.222 -0.324  0.077
75 H 7.001 0.701 1.190  0.125
76 O -2.194 3.585 3.661  -0.213
77 H -0.955 1.711 -3.218  0.073
78 H 1.766 2.974 3.177  0.041
79 C -2.549 -0.478 3.904  -0.121
80 H -2.995 4.431 5.402  0.078
81 C -1.363 4.860 -3.526  -0.204
82 H 4.958 0.179 5.007  0.088
83 H 5.493 2.608 -0.403  0.073
84 H 0.187 2.907 -2.542  0.092
85 H -2.931 5.620 4.062  0.080
86 O -1.628 3.487 -3.360  -0.157
87 H -2.091 -7.689 -3.628  0.089
88 C -0.783 3.208 3.574  -0.164
89 N 1.523 3.704 2.524  0.041
90 C -2.569 5.779 -3.333  -0.415
91 O 2.713 0.908 -0.091  -0.354
92 H 6.415 1.346 -1.191  0.075
93 H 4.138 -6.170 -1.508  0.097
94 N -0.961 -3.496 -2.308  0.059
95 H -1.873 -8.956 -2.337  0.095
96 O 3.900 -3.028 -0.339  -0.092
97 H 6.626 -5.492 -1.150  0.067
98 H 3.437 -3.698 -2.150  0.118
99 H -1.931 7.373 -2.216  0.062
100 H 7.280 2.481 -0.137  0.068
101 O 5.449 0.752 3.074  -0.209
102 H 0.255 -5.272 -2.067  0.134
103 H -0.561 3.797 0.621  0.058
104 C -4.555 -2.072 -3.044  -0.098
105 C 6.015 1.042 0.875  -0.439
106 H 0.055 5.447 0.993  0.061
107 C -4.303 -0.743 -2.237  -0.450
108 C 4.825 1.020 4.327  -0.089
109 C -3.880 -1.277 -5.356  -0.127
110 H -0.345 -2.804 -1.906  0.042
111 H -3.068 6.203 -5.404  0.071
112 H -2.940 7.844 -3.234  0.061
113 H -0.051 -1.210 6.004  0.120
114 H -0.788 -3.174 3.358  0.070
115 H -3.847 -1.706 -6.358  0.083
116 H 3.763 1.201 4.165  0.064
117 C -2.202 -7.944 -2.574  -0.167
118 H -0.352 0.237 4.931  0.104
119 H -1.917 -3.189 -2.198  0.035
120 F -0.901 -0.643 0.697  0.078

Results
Maximum force   3.90 eV Å⁻¹
Frontier orbital gap   8.12 eV
Net charge   -1
HOMO energy   -6.0 eV